# 1
The following is a quantum chemistry calculation of a 4-piece molecular cluster, C4H15NO3 overall at a distorted geometry, from OMol25.

Element x y z (Å)
C -0.8372 -0.6333 2.1762
O -0.7462 3.3791 5.7315
H 1.9014 -1.7528 -5.6735
N 1.6355 0.0720 -0.6282
H -1.7876 0.0865 2.2234
O -1.2705 0.3556 -5.2041
H -1.2463 -1.1346 0.0649
H -0.5226 0.1105 -5.7105
H 0.6836 0.8365 1.2293
H -0.4316 -0.6788 4.2539
H -0.1343 1.1470 -0.4132
H 0.1505 -1.7909 0.6476
C 0.4031 0.3476 0.2633
H 0.4749 -2.1778 -5.9741
C -0.4186 -0.8504 0.7928
H -0.0409 3.6800 5.2727
H 0.9466 -0.3963 -1.4464
C -0.1435 -0.9289 3.3087
H -1.3580 3.9803 6.1662
H -1.2816 -0.1438 -4.4106
H 0.8970 -1.3158 3.3242
H 2.0783 -0.7098 -0.2669
O 1.0477 -1.4821 -5.7273

Values from the calculation:
SMILES string = C=CCCN.O.O.O
highest occupied orbital energy = -9.4 eV
energy above the lowest of the compared OMol25 structures with the same formula, charge and spin = 77.6 kcal per mole
gap between HOMO and LUMO = 9.93 eV
E_LUMO = 0.018 Ha

Listed below, in e, are the Mulliken charges computed for each atom: -0.22, -0.62, 0.28, -0.64, 0.21, -0.62, 0.31, 0.33, 0.37, 0.35, 0.31, 0.35, -0.55, 0.31, -0.51, 0.30, 0.23, -0.69, 0.32, 0.30, 0.22, 0.28, -0.60

=====

# 2
The following is a quantum chemistry calculation of a 4-piece molecular cluster, C4H15NO3 overall at a distorted geometry, from OMol25.

Element x y z (Å)
H -2.0399 1.9113 1.9055
C -1.1907 1.8104 1.2229
H -2.3944 0.6034 0.0136
N -1.7878 1.4099 -0.0465
H -0.7697 -1.8526 1.0293
H 3.1952 -0.0048 -1.7528
H -1.0884 1.2080 -0.7626
H 1.5025 1.4683 0.4962
O -1.5560 -2.2470 0.6284
H -0.6736 -1.4836 -3.0370
C 1.4982 -0.6020 0.4741
H -0.2387 -0.6122 -1.9474
H -0.8472 -0.1425 1.8988
H 1.1742 -1.5533 0.8933
O -0.6571 -1.4879 -2.0793
H 2.5065 -0.7625 0.1148
O 2.5790 0.1451 -2.4932
C -0.2047 0.7262 1.7079
C 0.9592 0.5771 0.7870
H -1.5016 -2.0050 -0.3103
H 2.1429 -0.6865 -2.6295
H -0.7993 2.8206 1.1570
H 0.1912 0.7596 2.7299

Values from the calculation:
SMILES string = C=CCCN.O.O.O
highest occupied orbital energy = -9.3 eV
energy above the lowest of the compared OMol25 structures with the same formula, charge and spin = 36.8 kcal per mole
gap between HOMO and LUMO = 9.66 eV
E_LUMO = 0.014 Ha

Listed below, in e, are the Mulliken charges computed for each atom: 0.41, -0.85, 0.31, -0.59, 0.20, 0.31, 0.21, 0.33, -0.63, 0.31, -0.96, 0.28, 0.20, 0.26, -0.65, 0.32, -0.64, -0.35, 0.10, 0.38, 0.33, 0.32, 0.39